Entry from OMol25: a molecular structure, C5H9NS at a distorted geometry (the ωB97M-V functional and the def2-TZVPD basis).

ORCA input file:
```
! wB97M-V def2-TZVPD RIJCOSX def2/J DEFGRID3
* xyz 0 3
C -2.13 0.32 0.89
C -0.92 -0.02 0.08
C 1.05 1.29 -0.67
C 1.41 -1.09 0.42
C 0.47 0.21 0.36
N -1.59 -0.56 -0.98
S -3.17 -0.50 -0.34
H -2.23 0.81 1.88
H 1.40 2.12 0.01
H 0.15 1.53 -1.29
H 1.87 0.80 -1.20
H 1.22 -1.49 1.43
H 2.38 -0.92 -0.07
H 0.93 -1.82 -0.33
H 0.46 0.53 1.46
H -1.32 -1.23 -1.64
*
```

Calculated values
<S²>   2.006
Highest occupied orbital energy (spin up / spin down)   -4.60 / -8.36 eV
Orbital gap (spin up / spin down)   5.45 / 6.74 eV
Lowest unoccupied orbital energy (spin up / spin down)   0.85 / -1.62 eV